{
  "formula": "C2H3N3O3",
  "method": "ωB97M-V with the def2-TZVPD basis set",
  "total_energy_ev": -12731.290,
  "gap_ev": 10.2,
  "total_charge": 0,
  "multiplicity": 1,
  "homo_ev": -10.57,
  "species": ["C", "C", "H", "H", "H", "N", "N", "N", "O", "O", "O"],
  "positions_angstrom": [[1.76938, 0.07503, -0.14236], [-0.14210, 0.66249, -0.22952], [-2.15866, -1.28455, -0.05002], [-1.14744, -1.13505, 1.31264], [-0.72929, 2.34734, 0.37254], [-1.16781, -1.43882, 0.28796], [-0.33793, -0.72959, -0.64911], [1.00926, 1.17265, -0.00737], [1.15889, -1.09268, -0.61567], [2.89744, -0.03435, 0.08033], [-1.15175, 1.45753, -0.35944]],
  "lowdin_charge": [-0.63, -0.50, 0.12, 0.12, 0.31, 0.04, -0.02, 0.24, 0.07, 0.17, 0.08]
}

{
  "formula": "C5H9NO",
  "method": "ωB97M-V with the def2-TZVPD basis set",
  "total_energy_ev": -8867.458,
  "smiles": "C=CCCNC=O",
  "gap_ev": 10.7,
  "total_charge": 0,
  "multiplicity": 1,
  "homo_ev": -9.73,
  "species": ["C", "C", "C", "C", "N", "C", "O", "H", "H", "H", "H", "H", "H", "H", "H", "H"],
  "positions_angstrom": [[-1.02614, -0.67260, -1.54815], [-0.32254, -1.57960, -0.86247], [0.58916, -1.29711, 0.30520], [1.00849, 0.11514, 0.55204], [-0.11181, 0.97683, 0.93731], [-0.28188, 2.30987, 0.73129], [-1.35059, 2.81662, 0.45275], [-0.79273, 0.38104, -1.42642], [-1.55503, -0.94579, -2.45175], [-0.44301, -2.63725, -1.07324], [1.39335, -2.03200, 0.22225], [0.06121, -1.60026, 1.23128], [1.74490, 0.24143, 1.35408], [1.56283, 0.44777, -0.34640], [-1.01696, 0.53487, 0.81407], [0.54074, 2.94104, 1.10814]],
  "lowdin_charge": [0.01, -0.17, -0.22, -0.22, 0.01, -0.37, 0.02, 0.05, 0.06, 0.09, 0.12, 0.12, 0.12, 0.13, 0.12, 0.13]
}

{
  "formula": "C62H51N7S5SbSn",
  "method": "ωB97M-V with the def2-TZVPD basis set",
  "total_energy_ev": -142086.174,
  "gap_ev": 6.6,
  "total_charge": 1,
  "multiplicity": 1,
  "homo_ev": -9.24,
  "species": ["Sn", "N", "S", "N", "S", "N", "S", "N", "C", "C", "C", "C", "C", "C", "C", "C", "C", "C", "C", "C", "C", "C", "C", "C", "C", "C", "C", "C", "C", "C", "C", "C", "C", "C", "C", "C", "C", "C", "C", "C", "C", "C", "C", "C", "H", "H", "H", "H", "H", "H", "H", "H", "H", "H", "H", "H", "H", "H", "H", "H", "H", "H", "H", "H", "H", "H", "H", "H", "H", "H", "H", "H", "H", "H", "C", "C", "C", "C", "C", "C", "C", "C", "C", "C", "C", "C", "C", "C", "C", "N", "H", "H", "H", "H", "H", "H", "H", "H", "H", "H", "S", "C", "C", "C", "C", "N", "C", "C", "C", "S", "C", "N", "H", "H", "C", "Sb", "C", "C", "H", "H", "H", "H", "H", "H", "H", "H", "H"],
  "positions_angstrom": [[-0.25270, 0.26780, 0.10123], [0.14385, -1.27068, 1.57971], [0.23613, -1.98090, 2.84850], [0.69654, -3.56234, 2.62043], [1.98328, -3.83750, 1.78039], [2.45816, -2.86596, 0.68731], [1.76489, -2.39930, -0.75362], [1.17608, -1.07148, -0.95049], [3.19306, -2.54742, -1.81099], [4.20602, -3.47025, -1.58498], [5.27879, -3.52480, -2.46029], [5.33372, -2.65519, -3.54346], [4.32382, -1.72605, -3.74819], [3.24351, -1.66778, -2.88065], [0.71666, -3.78344, -1.18467], [1.07636, -4.69509, -2.17121], [0.19412, -5.71773, -2.48953], [-1.02968, -5.81359, -1.83959], [-1.38059, -4.89001, -0.86457], [-0.50657, -3.86974, -0.52845], [1.76293, -5.53971, 1.31182], [0.58522, -6.20224, 1.62510], [0.47667, -7.54816, 1.30610], [1.52912, -8.20494, 0.68455], [2.70700, -7.52723, 0.39008], [2.83379, -6.18855, 0.71200], [3.39949, -3.94303, 2.84641], [3.29099, -4.79041, 3.94378], [4.34867, -4.86092, 4.83134], [5.48562, -4.08590, 4.62035], [5.57329, -3.24590, 3.52074], [4.52262, -3.16814, 2.61611], [1.44429, -1.36806, 4.00600], [1.74323, -2.06250, 5.17814], [2.74423, -1.57683, 5.99985], [3.43053, -0.41569, 5.65199], [3.13447, 0.25145, 4.47348], [2.13955, -0.23273, 3.63324], [-1.22265, -2.31758, 3.80969], [-2.17143, -3.13086, 3.20161], [-3.34605, -3.41125, 3.87603], [-3.56901, -2.87181, 5.13796], [-2.62757, -2.03720, 5.72151], [-1.44362, -1.74743, 5.05627], [4.16290, -4.11618, -0.72218], [6.07452, -4.23901, -2.29335], [6.17549, -2.69702, -4.22266], [4.37771, -1.04033, -4.58324], [2.44854, -0.94307, -3.00532], [2.02138, -4.60808, -2.68925], [0.46192, -6.43599, -3.25350], [-1.71643, -6.60792, -2.10391], [-2.34538, -4.95146, -0.37604], [-0.76013, -3.13025, 0.22369], [-0.21677, -5.66604, 2.11334], [-0.43204, -8.08308, 1.54940], [1.43789, -9.25432, 0.43595], [3.53228, -8.04557, -0.07998], [3.76351, -5.66858, 0.52085], [2.39326, -5.37801, 4.09736], [4.28657, -5.51714, 5.68928], [6.30730, -4.13925, 5.32309], [6.45965, -2.64561, 3.36343], [4.55999, -2.51593, 1.75318], [1.20915, -2.96931, 5.43309], [2.99176, -2.10222, 6.91339], [4.20556, -0.03589, 6.30622], [3.66808, 1.15362, 4.20239], [1.90247, 0.25927, 2.69739], [-1.98569, -3.53485, 2.21224], [-4.09073, -4.04567, 3.41259], [-4.48623, -3.09732, 5.66700], [-2.81434, -1.59734, 6.69252], [-0.72552, -1.07194, 5.49625], [-3.29205, -1.93760, -2.23671], [-4.41231, -1.92932, -1.41615], [-4.36584, -1.30025, -0.18144], [-3.20109, -0.65764, 0.24881], [-2.07506, -0.68539, -0.57109], [-2.12289, -1.32614, -1.80085], [-3.11481, 0.05332, 1.54837], [-4.25898, 0.48809, 2.26941], [-4.08540, 1.15710, 3.44108], [-2.77704, 1.42733, 3.91442], [-2.51391, 2.12669, 5.11502], [-1.22722, 2.39623, 5.48976], [-0.14874, 1.97846, 4.67622], [-0.37649, 1.29112, 3.51755], [-1.69967, 0.99480, 3.11685], [-1.90018, 0.30579, 1.96227], [-3.32783, -2.41816, -3.20728], [-5.32461, -2.41796, -1.73602], [-5.24324, -1.33100, 0.45138], [-1.23813, -1.34837, -2.42980], [-5.25179, 0.32967, 1.87587], [-4.93638, 1.51024, 4.01239], [-3.34837, 2.45699, 5.72321], [-1.02820, 2.95002, 6.39816], [0.86551, 2.21744, 4.97315], [0.44483, 0.97820, 2.87942], [-1.39348, 2.63999, 0.05527], [-0.12123, 3.66260, 0.65036], [-0.42651, 4.99771, 0.94308], [0.53013, 5.88468, 1.40396], [0.15392, 7.24318, 1.69868], [-0.16652, 8.32060, 1.93724], [1.84856, 5.44688, 1.58811], [2.16103, 4.12488, 1.31531], [1.19977, 3.22737, 0.85651], [1.76081, 1.59046, 0.55075], [2.87783, 6.33216, 2.06129], [3.72388, 7.01132, 2.44094], [-1.44242, 5.34185, 0.79972], [3.17962, 3.78578, 1.45521], [0.30134, 0.92323, -4.95398], [-0.26226, 1.38524, -2.92435], [0.46605, 3.39447, -3.01558], [-2.31598, 1.79698, -3.36735], [-0.23529, 1.60567, -5.61429], [0.05408, -0.10527, -5.21826], [1.37439, 1.07681, -5.07627], [0.25049, 3.79938, -4.00550], [1.54155, 3.41874, -2.83964], [-0.03587, 3.99280, -2.25876], [-2.38032, 2.73619, -3.91823], [-2.88752, 1.88219, -2.44481], [-2.72748, 0.98951, -3.97418]],
  "lowdin_charge": [0.67, -0.34, 0.81, -0.34, 0.89, -0.35, 0.81, -0.38, -0.31, -0.08, -0.06, -0.06, -0.05, -0.05, -0.29, -0.04, -0.05, -0.06, -0.06, -0.10, -0.31, -0.06, -0.05, -0.05, -0.05, -0.06, -0.32, -0.07, -0.05, -0.05, -0.05, -0.05, -0.31, -0.08, -0.06, -0.05, -0.04, -0.10, -0.30, -0.07, -0.06, -0.06, -0.05, -0.06, 0.08, 0.11, 0.11, 0.11, 0.10, 0.11, 0.11, 0.11, 0.12, 0.08, 0.10, 0.12, 0.12, 0.12, 0.11, 0.12, 0.12, 0.11, 0.12, 0.11, 0.12, 0.11, 0.11, 0.12, 0.02, 0.10, 0.11, 0.11, 0.12, 0.11, -0.07, -0.07, -0.02, -0.18, -0.25, -0.17, -0.24, 0.02, 0.02, -0.15, -0.02, -0.06, -0.04, -0.05, -0.22, 0.02, 0.11, 0.11, 0.11, 0.07, 0.11, 0.13, 0.12, 0.11, 0.11, 0.02, 0.65, -0.66, -0.05, -0.18, -0.17, 0.18, -0.19, -0.07, -0.63, 0.66, -0.17, 0.17, 0.12, 0.11, -0.33, 1.26, -0.31, -0.31, 0.01, 0.00, 0.00, 0.01, 0.01, -0.01, 0.01, -0.02, 0.01]
}

{
  "formula": "C3H11NO2",
  "method": "ωB97M-V with the def2-TZVPD basis set",
  "total_energy_ev": -8863.764,
  "gap_ev": [12.2, 6.1],
  "total_charge": 1,
  "multiplicity": 2,
  "homo_ev": [-15.36, -15.32],
  "species": ["C", "O", "C", "C", "N", "H", "H", "H", "H", "H", "H", "H", "H", "H", "H", "H", "O"],
  "positions_angstrom": [[0.94052, -0.41022, 1.12750], [0.27622, 0.34772, 2.07402], [0.02750, -0.56139, -0.17933], [0.93774, -1.71159, -0.92178], [0.04484, 0.83124, -0.76848], [1.17909, -1.38004, 1.53390], [1.89440, 0.01651, 0.80315], [-0.18550, 1.04055, 1.50778], [-1.01397, -0.76575, 0.01487], [0.27659, -2.01113, -1.81360], [1.82156, -1.12101, -1.24268], [1.16664, -2.64295, -0.46887], [-0.67864, 0.89229, -1.38492], [0.85511, 1.04147, -1.17540], [-2.62853, 2.82411, 0.63018], [-2.15425, 1.71001, -0.25033], [-2.75932, 1.90018, 0.51398]],
  "lowdin_charge": [-0.18, 0.13, -0.20, 0.03, 0.17, 0.14, 0.16, 0.14, 0.15, 0.13, 0.10, 0.08, 0.07, 0.06, 0.03, 0.02, -0.04]
}

{
  "formula": "C32H35N2O4S",
  "method": "ωB97M-V with the def2-TZVPD basis set",
  "total_energy_ev": -55748.674,
  "gap_ev": 6.8,
  "total_charge": 1,
  "multiplicity": 1,
  "homo_ev": -9.73,
  "species": ["C", "O", "C", "C", "C", "C", "C", "C", "S", "C", "C", "O", "C", "C", "H", "H", "H", "H", "H", "H", "H", "H", "H", "H", "H", "H", "H", "H", "C", "O", "C", "C", "C", "C", "C", "C", "N", "C", "C", "C", "C", "C", "C", "N", "C", "C", "C", "C", "C", "O", "C", "C", "C", "H", "H", "H", "H", "H", "H", "H", "H", "H", "H", "H", "H", "H", "H", "H", "H", "H", "H", "H", "H", "H"],
  "positions_angstrom": [[2.01952, -6.45457, -1.65354], [0.89145, -5.68689, -2.11482], [0.37613, -4.74586, -1.27994], [-0.93277, -4.30061, -1.57546], [-1.40512, -3.15330, -0.98138], [-0.57328, -2.43319, -0.10269], [-1.09258, -1.15197, 0.42876], [-0.09240, -0.07066, 0.85636], [-0.15919, -0.32440, 2.78159], [-0.84766, -1.95033, 3.19305], [1.58697, -0.60873, 3.17590], [-2.29978, -0.93418, 0.52301], [0.68202, -2.93607, 0.25394], [1.14455, -4.12374, -0.27693], [2.08826, -7.27050, -2.37048], [2.93175, -5.84166, -1.68077], [1.85472, -6.85006, -0.63933], [-1.50915, -4.87169, -2.29851], [-2.40743, -2.78015, -1.20730], [0.96342, -0.26006, 0.62973], [-0.98137, -1.92615, 4.28214], [-1.82474, -2.06716, 2.71557], [-0.16238, -2.76029, 2.91227], [1.71681, -0.23551, 4.20155], [1.81588, -1.68141, 3.13171], [2.23223, -0.03648, 2.50210], [1.29689, -2.37730, 0.96256], [2.10156, -4.54030, 0.03687], [2.22532, -3.56676, -4.00830], [1.90975, -2.70424, -2.89595], [1.20907, -1.56389, -3.14589], [1.03765, -0.68190, -2.05372], [0.02311, 0.25906, -2.11394], [-0.58970, 0.49221, -3.39330], [-0.28331, -0.23890, -4.53349], [0.59484, -1.31845, -4.40163], [-1.50081, 1.52525, -3.25070], [-2.23244, 2.13290, -4.34543], [-1.53067, 1.92961, -1.93179], [-0.65336, 1.15135, -1.18700], [-0.56083, 1.18994, 0.33429], [0.00310, 2.51791, 0.79863], [0.33996, 3.56432, -0.06174], [0.24502, 4.76621, 0.60055], [0.28215, 6.06206, -0.04571], [-0.04017, 4.52781, 1.94044], [-0.22835, 3.11959, 2.11024], [-0.71001, 2.66162, 3.33076], [-0.81935, 3.57283, 4.41176], [-0.95999, 3.17931, 5.70499], [-0.83103, 1.79032, 6.05897], [-0.70287, 4.97138, 4.19194], [-0.29697, 5.44734, 2.94935], [2.92358, -4.29992, -3.59342], [1.31910, -4.07451, -4.36789], [2.70635, -2.99808, -4.81479], [1.68169, -0.77667, -1.18429], [-0.72776, 0.02054, -5.49434], [0.79339, -1.98471, -5.23909], [-2.30210, 1.40898, -5.16418], [-3.23125, 2.41860, -3.99818], [-1.72050, 3.02816, -4.73093], [-2.18903, 2.72672, -1.59252], [-1.60859, 1.27081, 0.68645], [0.58521, 3.53284, -1.12042], [-0.04998, 6.82588, 0.66124], [1.29824, 6.29992, -0.38358], [-0.38152, 6.07009, -0.92148], [-0.94193, 1.60141, 3.47087], [-0.92379, 1.78173, 7.14641], [-1.63742, 1.19887, 5.60528], [0.14911, 1.38983, 5.76070], [-0.90575, 5.63300, 5.02874], [-0.18146, 6.51282, 2.77616]],
  "lowdin_charge": [-0.05, -0.09, -0.26, 0.03, 0.02, -0.18, -0.40, -0.27, 1.14, -0.21, -0.21, 0.10, -0.04, 0.01, 0.10, 0.09, 0.10, 0.13, 0.14, 0.11, 0.07, 0.07, 0.06, 0.06, 0.06, 0.08, 0.10, 0.12, -0.05, -0.11, -0.26, 0.04, -0.09, -0.17, 0.00, -0.01, -0.10, -0.01, 0.01, -0.12, -0.25, -0.10, 0.00, -0.10, -0.01, -0.17, -0.11, -0.01, -0.26, -0.09, -0.06, 0.01, 0.00, 0.09, 0.10, 0.10, 0.11, 0.11, 0.10, 0.08, 0.10, 0.10, 0.15, 0.16, 0.14, 0.08, 0.10, 0.10, 0.01, 0.10, 0.09, 0.08, 0.12, 0.11]
}

{
  "formula": "F5H8HfO4",
  "method": "ωB97M-V with the def2-TZVPD basis set",
  "total_energy_ev": -23195.753,
  "gap_ev": 4.2,
  "total_charge": -1,
  "multiplicity": 1,
  "homo_ev": -7.44,
  "species": ["Hf", "F", "F", "F", "F", "F", "O", "H", "H", "O", "H", "H", "O", "H", "H", "O", "H", "H"],
  "positions_angstrom": [[-0.06021, 0.39087, -0.07179], [2.46960, 2.57118, -2.06978], [2.02733, 1.58117, 2.77285], [-2.66910, 0.75056, 2.73135], [0.70698, -1.94204, -3.08983], [-2.15774, 2.12302, -2.82216], [-3.56839, -1.69949, -1.11164], [-4.18264, -1.44131, -1.79886], [-3.92844, -2.51446, -0.76173], [-1.09516, 4.38108, 0.71713], [-1.66563, 4.73069, 1.40164], [-1.18774, 4.99664, -0.01002], [4.35745, -1.13786, -0.53262], [4.48206, -1.75672, -1.25214], [5.20932, -0.71335, -0.43094], [0.40471, -3.11662, 1.89103], [0.50507, -4.02071, 1.59303], [0.35256, -3.18263, 2.84453]],
  "lowdin_charge": [1.98, -0.54, -0.60, -0.63, -0.61, -0.57, -0.07, 0.03, 0.03, -0.07, 0.03, 0.03, -0.06, 0.03, 0.03, -0.07, 0.03, 0.04]
}